A cluster of 3 separate species, C4H15N2O2 in total at a distorted geometry, computed with the ωB97M-V functional and the def2-TZVPD basis.

Computed properties:
**Net charge**: +1
**Total energy**: -11460.378 eV
**ΔE to the lowest compared entry with this formula, charge and spin**: 20.3 kcal/mol
**Orbital gap**: 9.34 eV
**2S+1**: 1

Last column: Mulliken charge in e.
Cartesian coordinates (Å):
H1 0.01257 -3.57206 0.61818  0.332
H2 -3.13477 0.88601 -2.44008  0.313
C1 0.55519 1.37475 1.27052  -0.468
H3 2.16815 0.04183 1.88698  0.345
H4 -1.43689 -3.80962 0.99550  0.319
O1 -0.88242 -3.27548 0.41529  -0.680
H5 -0.83310 -1.31343 -0.06413  0.297
C2 0.24476 0.44312 0.12010  0.156
C3 0.95970 0.36274 -1.00207  -0.328
H6 2.77467 1.57214 1.30067  0.331
C4 1.95525 1.11687 1.84558  -1.230
H7 -0.28869 -0.77581 -2.22638  0.215
H8 -1.75405 0.00125 -0.35215  0.240
H9 -0.15485 1.29036 2.09728  0.335
H10 1.25859 -0.66107 -2.79178  0.216
H11 2.09081 1.48011 2.85574  0.369
H12 -1.89655 1.70482 -2.02207  0.311
H13 -1.25273 -0.41951 1.23941  0.420
N1 0.58997 -0.29390 -2.13674  -0.403
N2 -1.00595 -0.34763 0.25436  -0.067
H14 1.92430 0.85785 -0.98416  0.364
H15 0.55025 2.39012 0.89183  0.258
O2 -2.44421 0.94654 -1.77190  -0.646

Forces on the atoms, in the same order (eV/Å):
H 0.02 -0.06 -0.10
H -0.05 -0.01 0.04
C 1.00 -0.20 -0.06
H -0.09 0.14 -0.02
H -0.14 0.02 -0.10
O 0.20 0.13 0.15
H -0.10 -0.17 0.34
C -0.37 0.45 0.57
C -0.17 -0.38 0.34
H -0.08 0.11 -0.47
C 0.43 -0.67 0.30
H -0.13 0.20 0.26
H -0.53 0.48 0.12
H -0.21 -0.01 -0.30
H 0.35 0.29 0.17
H -0.32 0.23 0.28
H -0.18 -0.15 -0.01
H -0.33 0.13 -0.15
N -0.01 -0.50 -0.66
N 0.92 -0.52 -0.54
H -0.10 0.06 -0.33
H -0.39 0.32 0.20
O 0.29 0.11 0.00